No. 1
{"formula": "C34H27NO3S", "method": "the ωB97M-V functional and the def2-TZVPD basis", "de_lowest_ev": 1.867, "gap_ha": 0.0708, "charge": 0, "fmax_ev_per_a": 3.4, "lumo_ev": -3.42, "elements": ["C", "C", "C", "C", "C", "C", "C", "C", "C", "C", "O", "C", "C", "C", "C", "C", "C", "C", "C", "C", "C", "H", "H", "H", "H", "H", "H", "H", "H", "H", "H", "H", "H", "H", "H", "H", "H", "H", "C", "C", "C", "C", "S", "C", "C", "C", "C", "C", "C", "N", "C", "C", "O", "O", "C", "C", "H", "H", "H", "H", "H", "H", "H", "H", "H", "H"], "coordinates": [[-6.24697, -2.34893, -2.85697], [-5.00005, -1.54402, -2.92859], [-5.01375, -0.28048, -3.50265], [-3.87254, 0.47846, -3.56881], [-2.64394, -0.00193, -3.06888], [-1.52106, 0.87282, -3.11335], [-0.20593, 0.74065, -2.62050], [0.27634, -0.34504, -1.84566], [1.58801, -0.43274, -1.48289], [2.49485, 0.58816, -1.80182], [3.86634, 0.47357, -1.47412], [4.65944, -0.35197, -2.31709], [5.53381, 0.23894, -3.23062], [6.23861, -0.52867, -4.12640], [6.09262, -1.90403, -4.12043], [5.24845, -2.51005, -3.20757], [4.53710, -1.74324, -2.31541], [2.01211, 1.71653, -2.48522], [0.71120, 1.78970, -2.89272], [-2.63646, -1.31835, -2.56616], [-3.79227, -2.05286, -2.46474], [-6.06798, -3.30563, -2.36353], [-7.02053, -1.81836, -2.29852], [-6.62877, -2.54997, -3.85950], [-5.93995, 0.09748, -3.90200], [-3.90631, 1.45436, -4.02084], [-1.71817, 1.81553, -3.59696], [-0.40367, -1.07310, -1.44981], [1.94871, -1.27541, -0.92260], [5.63141, 1.30934, -3.21913], [6.91631, -0.05846, -4.82172], [6.64225, -2.50448, -4.82607], [5.16507, -3.58560, -3.18212], [3.88839, -2.20644, -1.59559], [2.69499, 2.52310, -2.68358], [0.36355, 2.66071, -3.42426], [-1.70976, -1.80651, -2.34125], [-3.77287, -3.03717, -2.02851], [4.26232, -1.08374, 3.26274], [3.83705, -0.71790, 4.52337], [2.73542, 0.10070, 4.66272], [2.06484, 0.54663, 3.55078], [0.65592, 1.62323, 3.77604], [-0.71825, 0.47791, 3.89711], [-1.98228, 0.96061, 4.07018], [-3.10478, 0.08266, 4.15688], [-4.35941, 0.57516, 4.35344], [-4.58297, 1.95331, 4.46830], [-5.86287, 2.43187, 4.66927], [-6.94873, 2.82649, 4.83524], [-3.49687, 2.83285, 4.37529], [-2.23598, 2.36166, 4.17852], [0.74267, 2.28062, 5.13387], [0.43713, 2.39576, 2.49761], [2.48920, 0.18719, 2.29295], [3.59285, -0.62838, 2.14517], [5.12790, -1.71460, 3.15257], [4.36848, -1.05851, 5.39707], [2.40104, 0.42312, 5.63465], [-0.52283, -0.57297, 3.83878], [-2.94800, -0.97741, 4.06086], [-5.20175, -0.08989, 4.43167], [-3.67012, 3.89002, 4.46893], [-1.39935, 3.03467, 4.10350], [1.96988, 0.57060, 1.43085], [3.94087, -0.88762, 1.15820]]}

***

No. 2
{"formula": "C34H28BCrN4PS2", "method": "the ωB97M-V functional and the def2-TZVPD basis", "de_lowest_ev": 0.000, "gap_ha": [0.2416, 0.2422], "charge": -1, "fmax_ev_per_a": 1.0, "spin_multiplicity": 2, "lumo_ev": [2.71, 2.71], "elements": ["Cr", "C", "C", "C", "C", "C", "C", "P", "C", "C", "C", "C", "C", "C", "C", "C", "C", "C", "C", "C", "C", "C", "C", "C", "H", "H", "H", "H", "H", "H", "H", "H", "H", "H", "H", "H", "H", "H", "H", "H", "B", "N", "C", "C", "C", "N", "N", "C", "C", "C", "N", "H", "H", "H", "H", "H", "H", "H", "H", "S", "C", "C", "C", "C", "C", "C", "S", "H", "H", "H", "H"], "coordinates": [[0.96163, -0.77693, 0.09487], [-1.79645, 3.35490, 3.83872], [-2.74564, 3.23757, 2.82813], [-2.50905, 2.40569, 1.74500], [-1.33272, 1.65654, 1.66350], [-0.36935, 1.81900, 2.65775], [-0.60181, 2.65891, 3.74279], [-1.01684, 0.50078, 0.26176], [-1.49174, 1.62170, -1.11111], [-2.31731, 1.21559, -2.15663], [-2.56217, 2.06615, -3.22760], [-1.96856, 3.32164, -3.27417], [-1.13783, 3.72887, -2.24139], [-0.90239, 2.88328, -1.16450], [-2.34420, -0.75731, 0.33921], [-3.69128, -0.51911, 0.39032], [-4.60146, -1.59637, 0.46568], [-4.14011, -2.88364, 0.50646], [-2.75311, -3.16350, 0.46156], [-2.24811, -4.48700, 0.54084], [-0.89909, -4.69182, 0.50209], [0.00294, -3.60814, 0.35843], [-0.41734, -2.30030, 0.26718], [-1.83554, -2.08516, 0.34641], [-1.98220, 4.00538, 4.68524], [-3.66710, 3.80674, 2.87837], [-3.23219, 2.36082, 0.93816], [0.57640, 1.30861, 2.56609], [0.15813, 2.77130, 4.50709], [-2.74468, 0.22176, -2.14745], [-3.20128, 1.73629, -4.03913], [-2.13690, 3.97207, -4.12525], [-0.64967, 4.69544, -2.28370], [-0.23468, 3.19288, -0.37132], [-4.07478, 0.49305, 0.36806], [-5.66591, -1.39596, 0.49360], [-4.83656, -3.71382, 0.57444], [-2.94115, -5.31676, 0.63702], [-0.50654, -5.70155, 0.57669], [1.06533, -3.83157, 0.31587], [3.85952, -0.76822, 1.95434], [2.55898, -1.19398, 2.68663], [2.44531, -1.67229, 3.92605], [1.09702, -1.82888, 4.22412], [0.44561, -1.42336, 3.06598], [1.32994, -1.02016, 2.14300], [3.87872, -1.49163, 0.56238], [4.97518, -1.81850, -0.11794], [4.60480, -2.36014, -1.34140], [3.21751, -2.31586, -1.32861], [2.77833, -1.79261, -0.17559], [4.79779, -1.17786, 2.60938], [3.87500, 0.43462, 1.80910], [3.32955, -1.87533, 4.51148], [0.66002, -2.21558, 5.13138], [-0.61086, -1.40540, 2.85002], [5.94958, -1.64731, 0.31542], [5.24658, -2.71970, -2.12809], [2.51081, -2.62006, -2.08014], [1.98705, 1.32832, -0.44273], [1.83178, 1.43645, -2.19188], [2.40270, 2.52598, -2.86198], [2.25361, 2.69979, -4.22955], [1.51832, 1.77519, -4.96481], [0.95472, 0.68609, -4.31660], [1.11018, 0.49215, -2.93899], [0.35852, -0.90460, -2.17611], [2.96736, 3.24685, -2.28036], [2.70911, 3.55456, -4.71900], [1.37603, 1.90801, -6.03158], [0.37258, -0.04253, -4.87299]]}

***

No. 3
{"formula": "C34H28N5SSnTe", "method": "the ωB97M-V functional and the def2-TZVPD basis", "de_lowest_ev": 0.000, "gap_ha": 0.2635, "charge": 1, "fmax_ev_per_a": 0.2, "lumo_ev": -2.60, "elements": ["Sn", "C", "C", "N", "C", "C", "C", "C", "C", "C", "C", "N", "C", "C", "C", "C", "C", "C", "C", "C", "N", "C", "H", "H", "H", "H", "H", "H", "H", "H", "H", "H", "H", "H", "Te", "C", "C", "C", "C", "C", "C", "H", "H", "H", "H", "H", "S", "C", "C", "C", "C", "C", "C", "H", "H", "H", "H", "H", "C", "C", "N", "C", "C", "N", "H", "H", "H", "H", "H", "H"], "coordinates": [[-0.34397, -0.34608, -1.95621], [-4.13272, 1.44274, -4.09584], [-2.99237, 0.64626, -3.88901], [-1.97230, 1.04334, -3.17102], [-1.99177, 2.26864, -2.58788], [-3.10702, 3.12038, -2.70409], [-4.18863, 2.66826, -3.49542], [-3.10423, 4.36372, -2.03093], [-2.02468, 4.69943, -1.26493], [-0.90871, 3.84797, -1.14757], [-0.84545, 2.64390, -1.81566], [0.19792, 1.71864, -1.75864], [1.52921, 2.12721, -1.74305], [1.99720, 3.42252, -1.85920], [3.37413, 3.71887, -1.84286], [4.32316, 2.74562, -1.72940], [3.90441, 1.39838, -1.68205], [4.80632, 0.31040, -1.66023], [4.34071, -0.97425, -1.69810], [2.95360, -1.18166, -1.75533], [2.09263, -0.19065, -1.74486], [2.52708, 1.09493, -1.70099], [-4.94218, 1.07340, -4.70852], [-2.92917, -0.34772, -4.31894], [-5.05588, 3.30589, -3.61547], [-3.95760, 5.02244, -2.12286], [-2.01696, 5.63735, -0.72477], [-0.10339, 4.14180, -0.49053], [1.31101, 4.24171, -1.99356], [3.67227, 4.75586, -1.92528], [5.37860, 2.98083, -1.71026], [5.86962, 0.51409, -1.62915], [5.00947, -1.82295, -1.69669], [2.54438, -2.18566, -1.80080], [0.71774, -0.51552, 1.27300], [1.61138, -2.38909, 0.93785], [0.89913, -3.40006, 0.29949], [1.50931, -4.61882, 0.04688], [2.83480, -4.82350, 0.41457], [3.54294, -3.81450, 1.04784], [2.92947, -2.59707, 1.31945], [-0.13452, -3.24165, 0.01322], [0.95410, -5.40895, -0.44157], [3.31063, -5.77383, 0.21233], [4.56987, -3.97726, 1.34795], [3.47735, -1.81812, 1.83625], [-1.17349, -1.35621, 2.46442], [-0.40197, -1.91091, 3.97056], [0.05285, -3.22330, 4.05347], [0.63719, -3.67459, 5.22758], [0.76471, -2.82082, 6.31340], [0.30627, -1.51274, 6.22881], [-0.27842, -1.05520, 5.05928], [-0.05234, -3.88133, 3.20094], [0.99060, -4.69494, 5.29322], [1.21992, -3.17467, 7.22872], [0.40115, -0.84883, 7.07765], [-0.63525, -0.03626, 4.98367], [-2.40908, 1.76694, 1.06903], [-2.95260, 0.54275, 0.42990], [-2.38400, -0.18032, -0.51850], [-3.25468, -1.21410, -0.80163], [-4.34469, -1.12372, -0.00303], [-4.13966, -0.00345, 0.76557], [-1.33269, 1.80951, 0.91693], [-2.61137, 1.76450, 2.13971], [-2.84400, 2.66309, 0.62392], [-3.02568, -1.96203, -1.54307], [-5.22095, -1.73835, 0.09212], [-4.74873, 0.33774, 1.49018]]}